Record 1
Density functional theory data (the ωB97M-V functional and the def2-TZVPD basis) for a 2-piece molecular cluster, C4H12NO2P overall.

The geometry in ORCA input format:
```
! RIJCOSX wB97M-V def2-TZVPD def2/J DEFGRID3
* xyz 0 1
C 1.286 -1.888 -0.640
C -0.302 2.464 -0.200
C 1.247 -0.860 0.493
C 0.647 1.398 0.208
N 0.338 0.181 0.121
O 2.537 -0.355 0.788
O -2.176 -0.500 -0.847
P -2.779 -0.601 0.665
H 1.902 -2.740 -0.360
H 1.701 -1.426 -1.534
H 0.279 -2.233 -0.853
H -0.419 3.172 0.618
H -1.270 2.049 -0.468
H 0.108 3.002 -1.057
H 0.815 -1.334 1.394
H 1.619 1.737 0.577
H 3.130 -1.104 0.908
H -1.220 -0.304 -0.779
H -3.949 -1.280 0.276
H -3.493 0.621 0.690
*
```

Values from the calculation:
SMILES: C/C=N/[C@@H](C)O.OP
Relative energy (zero: lowest compared OMol25 entry of this formula, charge and spin): 41.75 kcal per mole
Gap between HOMO and LUMO: 9.631 eV

Results of the natural (NBO) charge analysis, in e, for atoms 1 through 2: -0.631, -0.670

Record 2
Density functional theory data (the ωB97M-V functional and the def2-TZVPD basis) for C4H3Cl2O2 as an isolated structure in a non-equilibrium geometry.

The geometry in ORCA input format:
```
! RIJCOSX wB97M-V def2-TZVPD def2/J DEFGRID3
* xyz -1 1
C 0.487 -0.389 0.181
C -0.692 0.450 0.207
C 2.225 0.094 -0.532
C -1.984 0.067 0.095
O 2.940 -0.902 -0.456
O 2.257 1.201 -1.027
Cl -2.446 -1.599 0.030
Cl -3.377 1.080 0.111
H 1.038 -0.216 1.142
H 0.097 -1.405 0.106
H -0.544 1.618 0.142
*
```

Values from the calculation:
Relative energy (zero: lowest compared OMol25 entry of this formula, charge and spin): 8.52 kcal per mole
Gap between HOMO and LUMO: 6.895 eV

Results of the natural (NBO) charge analysis, in e, for atoms 1 through 2: -0.697, -0.161

Record 3
Density functional theory data (the ωB97M-V functional and the def2-TZVPD basis) for C5H9OP as an isolated structure in a non-equilibrium geometry.

The geometry in ORCA input format:
```
! RIJCOSX wB97M-V def2-TZVPD def2/J DEFGRID3
* xyz 0 1
C 0.580 1.075 -1.133
C -0.259 -0.169 -0.927
C 1.655 0.960 -0.105
C -0.532 -0.307 0.567
C -1.730 -0.994 1.158
O 0.926 -1.240 1.161
P 0.858 0.323 1.479
H 0.907 1.059 -2.134
H 0.118 2.003 -1.005
H -1.209 -0.258 -1.559
H 0.517 -1.049 -1.324
H 2.586 0.459 -0.289
H 1.823 1.975 0.252
H -1.945 -0.894 2.245
H -1.664 -2.143 1.070
H -2.632 -0.799 0.544
*
```

Values from the calculation:
Relative energy (zero: lowest compared OMol25 entry of this formula, charge and spin): 45.71 kcal per mole
Gap between HOMO and LUMO: 9.327 eV

Results of the natural (NBO) charge analysis, in e, for atoms 1 through 2: -0.408, -0.454

Record 4
Density functional theory data (the ωB97M-V functional and the def2-TZVPD basis) for a 18-piece molecular cluster, H36O18 overall in a non-equilibrium geometry.

The geometry in ORCA input format:
```
! RIJCOSX wB97M-V def2-TZVPD def2/J DEFGRID3
* xyz 0 1
O 0.671 0.081 4.385
H 0.992 0.596 5.068
H 0.505 0.722 3.684
O -1.411 -4.609 -4.092
H -1.022 -4.993 -3.350
H -2.167 -4.075 -3.848
O 0.509 2.860 3.173
H -0.363 3.242 3.180
H 1.136 3.124 2.415
O -3.839 -0.660 2.697
H -3.445 -0.995 1.951
H -3.767 -1.169 3.483
O -3.693 1.571 -4.089
H -3.966 2.205 -4.814
H -4.028 1.879 -3.239
O 4.867 1.508 0.914
H 5.463 1.761 0.216
H 4.059 1.400 0.479
O 0.724 1.393 -5.035
H 0.206 1.359 -5.965
H 1.298 2.184 -5.053
O 0.304 0.431 -2.246
H 0.339 -0.272 -2.910
H 0.598 1.127 -2.853
O 4.490 -3.144 -0.766
H 4.123 -3.254 -1.648
H 4.207 -3.880 -0.358
O -0.874 1.319 1.488
H 0.005 1.116 1.390
H -1.054 1.350 0.588
O -6.318 0.782 1.097
H -6.162 1.681 1.489
H -5.837 0.043 1.567
O -1.875 1.847 5.045
H -1.275 1.351 4.553
H -1.970 1.288 5.834
O 2.491 0.114 -0.990
H 3.236 -0.556 -0.979
H 2.443 0.471 -1.930
O 1.379 -2.967 -1.563
H 1.595 -1.989 -1.252
H 1.405 -3.530 -0.808
O -1.216 -0.787 -0.452
H -0.871 -0.195 -1.297
H -1.918 -1.405 -0.602
O 3.959 -0.223 -3.733
H 2.954 -0.340 -3.767
H 4.296 -0.902 -4.342
O -3.650 1.951 2.072
H -3.759 1.128 2.401
H -2.983 2.176 2.665
O 3.256 -1.428 2.461
H 3.703 -2.247 2.386
H 3.819 -0.708 2.752
*
```

Values from the calculation:
Relative energy (zero: lowest compared OMol25 entry of this formula, charge and spin): 137.21 kcal per mole
Gap between HOMO and LUMO: 9.884 eV

Results of the natural (NBO) charge analysis, in e, for atoms 1 through 2: -0.945, 0.461

Record 5
Density functional theory data (the ωB97M-V functional and the def2-TZVPD basis) for CCdF3NO2S2 as an isolated structure in a non-equilibrium geometry.

The geometry in ORCA input format:
```
! RIJCOSX wB97M-V def2-TZVPD def2/J DEFGRID3
* xyz 0 1
Cd 2.723 -0.897 -0.675
N 1.044 0.109 -0.410
S 2.018 1.349 0.436
S -0.123 -0.640 0.343
O -0.231 -0.583 1.803
O -0.181 -1.955 -0.336
C -1.615 0.322 -0.240
F -2.718 -0.282 0.183
F -1.565 1.557 0.241
F -1.631 0.374 -1.564
*
```

Values from the calculation:
Relative energy (zero: lowest compared OMol25 entry of this formula, charge and spin): 19.60 kcal per mole
Gap between HOMO and LUMO (alpha / beta): 5.239 / 4.526 eV

Results of the natural (NBO) charge analysis, in e, for atoms 1 through 2: 1.282, -1.253

Record 6
Density functional theory data (the ωB97M-V functional and the def2-TZVPD basis) for a 5-piece molecular cluster, C5H19NO5S overall in a non-equilibrium geometry.

The geometry in ORCA input format:
```
! RIJCOSX wB97M-V def2-TZVPD def2/J DEFGRID3
* xyz 0 1
C -1.419 -0.097 1.097
N -0.332 0.803 0.637
C 0.667 0.103 -0.179
C 1.530 1.166 -0.874
S 2.690 0.448 -2.086
C 1.561 -0.782 0.668
O 1.780 -1.937 0.371
C -2.445 0.736 1.844
H -1.851 -0.542 0.200
H -1.005 -0.911 1.696
H 0.080 1.301 1.419
H 0.163 -0.533 -0.897
H 0.840 1.771 -1.464
H 2.006 1.802 -0.137
H 3.656 0.050 -1.242
H 2.012 -0.338 1.571
H -2.791 1.552 1.213
H -2.041 1.176 2.756
H -3.303 0.121 2.123
H -1.699 0.591 -2.192
H -1.351 1.571 -1.076
O -1.612 1.537 -2.018
H 1.820 2.439 3.089
H 1.333 1.193 3.882
O 1.517 1.516 2.993
H 1.004 -2.761 -1.077
H 1.314 -2.928 -2.589
O 0.620 -3.090 -1.937
H -0.842 -2.173 -2.334
H -2.269 -2.181 -2.940
O -1.634 -1.603 -2.516
*
```

Values from the calculation:
SMILES: CCN[C@H](C=O)CS.O.O.O.O
Relative energy (zero: lowest compared OMol25 entry of this formula, charge and spin): 28.59 kcal per mole
Gap between HOMO and LUMO: 9.087 eV

Results of the natural (NBO) charge analysis, in e, for atoms 1 through 2: -0.223, -0.657